# C6H9NO

C6H9NO as an isolated structure at a distorted geometry (wB97M-V/def2-TZVPD, OMol25).

Summary:
Charge = 0
E_LUMO = 0.828 eV
ΔE to the lowest compared entry with this formula, charge and spin = 3.7401 eV

The geometry in XYZ format:
```
17
Properties=species:S:1:pos:R:3:mulliken_charge:R:1
C -1.17822 1.70064 -0.08031 -1.385
C -0.25246 0.47428 0.07007 0.532
C -0.65356 -0.85128 0.88441 -0.628
C 0.29585 -1.36812 -0.17808 0.118
C 1.65156 -0.75815 -0.00400 -0.581
C 1.33258 0.58389 0.02922 0.322
H -0.94577 2.40150 0.84560 0.278
H -0.72223 2.34242 -0.87948 0.342
H -2.19153 1.45051 -0.23343 0.394
H -0.66958 -0.66472 1.99686 0.321
H -1.81134 -0.94828 0.60098 0.237
H 0.11148 -2.46212 -0.45656 0.416
H 2.17728 -1.19452 0.98293 0.258
H 2.44966 -1.19481 -0.69594 0.332
H -1.31290 -0.66372 -1.58847 0.327
N -0.26727 -0.48088 -1.23943 -0.677
O 1.98644 1.63338 -0.05440 -0.606
```

---

# C13H36NNbO5

C13H36NNbO5 as an isolated structure at a distorted geometry (wB97M-V/def2-TZVPD, OMol25).

Summary:
Charge = 0
E_LUMO = -1.667 eV

The geometry in XYZ format:
```
56
Properties=species:S:1:pos:R:3:mulliken_charge:R:1
C -3.97497 3.95640 0.19238 -1.045
C -4.40159 2.45716 0.11899 -0.100
O -3.87492 1.72055 -0.97790 -0.417
C -2.46875 1.85834 -1.15202 -0.685
Nb -1.15523 1.11437 0.56516 -0.748
C -0.70809 -0.90737 -0.40197 0.168
C -1.02741 -2.03277 0.68878 -0.937
C 0.72827 2.08079 -0.30665 -0.861
O 0.71076 3.47727 -0.04080 -0.370
C 1.50786 3.81195 1.05558 -0.492
O 1.06089 3.24622 2.27470 -0.168
C 0.99856 4.19320 3.32246 -0.737
C 1.03553 3.36127 4.65647 -0.199
O 1.27205 4.21832 5.78298 -0.520
H -2.88550 4.07566 0.33408 0.233
H -4.35331 4.51265 -0.69454 0.271
H -4.50102 4.39148 1.07584 0.350
H -4.23351 1.98756 1.11021 0.154
H -5.51131 2.45814 -0.01888 0.301
H -2.19942 1.20174 -2.02194 0.342
H -2.15966 2.89194 -1.47926 0.388
H -1.46904 2.70141 1.45824 0.156
H -0.15633 0.53443 2.01588 0.005
H -2.60233 0.35436 1.42767 0.033
H 0.37843 -1.08030 -0.66659 -0.210
H -1.35564 -1.15287 -1.28042 0.235
H -0.70228 -3.05028 0.36625 0.155
H -0.52467 -1.69869 1.62159 0.239
H -2.11749 -1.97826 0.91422 0.347
H 1.67367 1.58882 0.02738 0.429
H 0.68494 1.92916 -1.42031 0.360
H 1.51228 4.92533 1.12640 0.390
H 2.57816 3.51645 0.90292 0.363
H 1.89458 4.85589 3.30522 0.479
H 0.05297 4.78512 3.33097 0.291
H 0.09313 2.79834 4.80418 0.248
H 1.88063 2.63978 4.56282 0.217
H 1.50323 5.06629 5.39871 0.309
C 2.60788 -5.04883 -3.67816 -1.473
C 1.26469 -5.18200 -2.97625 0.177
C 0.77567 -3.88717 -2.33360 -0.617
O 1.49950 -3.66141 -1.13985 -0.359
C 2.54543 -2.69153 -1.24307 -0.858
N 1.41027 -6.17192 -1.85886 -0.254
H 3.42470 -4.87754 -2.97523 0.395
H 2.84243 -5.95995 -4.23588 0.426
H 2.58760 -4.22307 -4.38745 0.356
H 0.52199 -5.57650 -3.67106 0.379
H -0.27088 -4.01328 -2.03773 0.318
H 0.81350 -3.04225 -3.02157 0.487
H 2.32344 -1.92591 -1.98692 0.404
H 3.49351 -3.18356 -1.47829 0.287
H 2.64359 -2.21255 -0.27041 0.290
H 1.95052 -6.99958 -2.11123 0.351
H 0.50145 -6.46895 -1.49450 0.365
H 1.88122 -5.68386 -1.07873 0.356
```

---

# C33H24IN8O2S3Y

C33H24IN8O2S3Y as an isolated structure at a distorted geometry (wB97M-V/def2-TZVPD, OMol25).

Summary:
Charge = 0
E_LUMO = -0.979 eV
ΔE to the lowest compared entry with this formula, charge and spin = 0.3415 eV

The geometry in XYZ format:
```
72
Properties=species:S:1:pos:R:3:mulliken_charge:R:1
Y -0.09957 -0.37795 -0.08038 -0.609
N 3.52762 -1.76218 -2.71441 0.193
C 2.59273 -0.95713 -2.20407 -0.562
N 2.29506 -0.87333 -0.94792 0.176
C 2.96110 -1.69310 -0.04190 0.142
N 2.64135 -1.77954 1.20288 -1.316
N 1.55834 -0.98140 1.55462 1.106
C 1.20535 -1.08664 2.77087 -0.268
C 0.17755 -0.18108 3.30612 0.495
C -0.18986 -0.23659 4.63089 -0.928
C -1.07876 0.72278 5.11084 -0.378
C -1.52737 1.69542 4.24833 -0.873
C -1.11246 1.66130 2.91671 -0.467
N -0.29468 0.73421 2.44326 0.526
C 4.05233 -2.55701 -0.52518 0.643
C 4.82114 -3.36400 0.31596 -0.253
C 5.80532 -4.17559 -0.20771 -0.802
C 6.03385 -4.19778 -1.58558 -0.385
C 5.28769 -3.40731 -2.43156 -0.936
C 4.30136 -2.58667 -1.89205 -0.052
H 3.67252 -1.77369 -3.71075 0.284
H 2.04803 -0.34281 -2.91186 0.448
H 1.70539 -1.79012 3.43226 0.335
H 0.21378 -1.00838 5.27379 0.446
H -1.40326 0.70470 6.14310 0.428
H -2.21359 2.46603 4.57245 0.450
H -1.46895 2.39378 2.20286 0.602
H 4.61558 -3.33583 1.37745 0.480
H 6.39992 -4.79861 0.44738 0.412
H 6.80244 -4.83957 -1.99698 0.406
H 5.46036 -3.42009 -3.50155 0.395
C -4.33996 -0.63833 -4.50823 -0.556
C -3.67615 0.55912 -4.72771 -0.585
C -2.81279 1.08056 -3.77117 -0.495
C -2.61271 0.39961 -2.57779 0.518
C -3.27306 -0.80029 -2.35248 -0.151
C -4.13293 -1.31336 -3.31189 -0.893
N -1.70421 0.91755 -1.55417 1.414
N -0.87696 1.92132 -2.15898 -0.931
C 0.23452 2.23709 -1.53022 0.385
C 1.09704 3.19574 -2.17840 -1.124
C 2.22576 3.61281 -1.56276 -0.214
C 2.57083 3.11441 -0.27058 -1.028
C 1.74947 2.18834 0.27940 -0.023
N 0.61850 1.71357 -0.32128 0.535
H -5.01031 -1.04102 -5.25734 0.413
H -3.82884 1.10142 -5.65336 0.390
H -2.28510 2.00553 -3.94124 0.420
H -3.11487 -1.33719 -1.42846 -0.012
H -4.63901 -2.25191 -3.11997 0.418
H 0.78911 3.56768 -3.14625 0.507
H 2.86601 4.34015 -2.04893 0.396
H 3.44845 3.45560 0.25915 0.434
H 1.96229 1.77300 1.25787 0.262
S -4.27765 0.93731 1.99625 -0.188
C -3.14141 0.37575 0.94430 0.437
S -2.73428 1.63371 -0.22527 -0.168
S -2.40847 -1.17490 0.98939 -0.476
I -0.85354 -7.49941 -5.54692 0.082
C -0.62687 -5.87273 -4.26032 0.036
C -0.83959 -4.58874 -4.74477 -0.760
C -0.68048 -3.51020 -3.88584 -0.309
C -0.31531 -3.72119 -2.56170 0.235
C -0.11972 -5.01123 -2.08677 -0.388
C -0.27111 -6.09775 -2.93675 -0.634
C -0.14160 -2.55473 -1.64860 1.519
O 0.07731 -2.73718 -0.41764 -0.827
O -0.20727 -1.38203 -2.13199 -0.626
H -1.13189 -4.43192 -5.77404 0.397
H -0.85794 -2.49715 -4.22629 0.552
H 0.14935 -5.15125 -1.04745 0.514
H -0.11889 -7.10478 -2.57351 0.392
```

---

# C3H8F6N4O15S6V

C3H8F6N4O15S6V as an isolated structure at a distorted geometry (wB97M-V/def2-TZVPD, OMol25).

Summary:
Charge = -1
E_LUMO = 0.111 eV

The geometry in XYZ format:
```
43
Properties=species:S:1:pos:R:3:mulliken_charge:R:1
O 0.80701 2.25105 -0.56400 -0.612
V 1.23375 0.76966 -0.20952 1.834
O 0.22293 -0.19359 -0.88029 -0.570
C -5.20974 -1.42367 3.19539 -1.082
C -3.88191 -0.82007 2.81545 0.608
O -3.01571 -0.50185 3.54383 -0.299
N -3.64874 -0.82358 1.29732 -0.134
H -3.79914 -1.77103 0.93926 0.416
H -4.38023 -0.28458 0.82863 0.435
C -2.28369 -0.33928 0.91931 -1.106
H -5.11359 -2.45201 3.53308 0.302
H -5.83699 -1.44769 2.29695 0.353
H -5.74883 -0.77299 3.87879 0.345
H -1.48937 -1.02318 1.18956 0.328
H -2.16557 0.64012 1.37714 0.367
H -2.30768 -0.12830 -0.15201 0.379
N -0.71300 0.76566 -5.41636 -0.439
S -0.75753 1.19771 -3.92716 1.057
O 0.49419 1.65198 -3.38060 -0.525
O -1.62265 0.51840 -3.00114 -0.527
F -1.48540 2.64178 -4.06360 -0.351
S 0.26973 -0.58019 -5.23448 1.162
O -0.38296 -1.66603 -4.58701 -0.579
O 1.65680 -0.34712 -5.09470 -0.521
F 0.10860 -1.05586 -6.75950 -0.307
N 3.20841 0.44656 -0.66685 0.050
S 4.47743 1.45864 -0.47059 0.913
O 5.09302 1.88711 -1.66191 -0.547
O 5.25786 1.22100 0.68688 -0.556
F 3.55721 2.68868 -0.06870 -0.275
S 3.96035 -0.96355 -1.12938 0.942
O 4.29743 -1.74870 -0.00099 -0.574
O 4.85662 -0.84129 -2.20358 -0.548
F 2.69980 -1.66124 -1.73827 -0.212
N 0.90908 0.50135 1.82347 0.179
S 1.46756 -0.91515 2.54792 0.957
O 0.46729 -1.63940 3.24731 -0.588
O 2.77386 -0.92094 3.07435 -0.541
F 1.59672 -1.65628 1.15850 -0.251
S 1.11042 1.48224 3.07129 0.890
O 2.47594 1.82625 3.24140 -0.544
O 0.24714 1.21515 4.16146 -0.571
F 0.59357 2.81420 2.38336 -0.256
```

---

Computed HOMO level, in the same sequence as the records: -0.341; -0.218; -0.257; -0.235 Ha.
Computed orbital gap, in the same sequence as the records: 10.12; 4.26; 6.01; 6.49 eV.